126
Properties=species:S:1:pos:R:3:lowdin_charge:R:1 method="wB97M-V/def2-TZVPD" gap_ev=9.924 lumo_energy_ev=0.1 max_force_ev_per_a=2.886
C -7.4599 3.6323 0.8911 -0.089
C -7.5094 5.1571 0.7779 -0.346
O -8.1480 5.6955 1.8972 -0.071
H -8.4885 3.2717 0.8952 0.072
H -7.0473 3.2930 1.8412 0.070
H -6.9336 3.1413 0.0726 0.070
H -8.0254 5.5073 -0.1161 0.111
H -6.5047 5.5602 0.6510 0.101
H -7.6539 5.4011 2.6658 0.082
C -0.9876 5.9648 3.8649 -0.082
C 0.1244 6.0097 4.9093 -0.339
O 1.3554 5.9839 4.2348 -0.085
H -0.8605 5.1368 3.1674 0.074
H -1.0723 6.8983 3.3087 0.072
H -1.9390 5.8147 4.3752 0.069
H 0.1661 5.1113 5.5253 0.105
H 0.0202 6.8303 5.6192 0.107
H 2.0085 5.8220 4.9195 0.080
C -2.3510 0.8477 6.4272 -0.078
C -2.8042 1.3711 7.7954 -0.381
O -4.1228 1.7246 7.7755 -0.058
H -3.0402 0.0502 6.1494 0.073
H -1.3212 0.4991 6.3489 0.073
H -2.4845 1.6735 5.7284 0.068
H -2.1175 2.1459 8.1364 0.106
H -2.7247 0.5449 8.5019 0.105
H -4.4371 1.8408 8.6751 0.092
C 6.0529 -2.4027 -4.2576 -0.095
C 6.4085 -1.3157 -5.2949 -0.338
O 7.7865 -1.1151 -5.3376 -0.067
H 6.3266 -2.2447 -3.2144 0.068
H 6.3739 -3.3781 -4.6232 0.069
H 4.9728 -2.4028 -4.1114 0.063
H 5.8953 -0.4104 -4.9706 0.106
H 5.9760 -1.6261 -6.2460 0.109
H 8.1233 -1.7443 -5.9797 0.084
C 5.8749 -5.2437 2.3937 -0.100
C 6.5062 -6.1746 1.3525 -0.294
O 7.2657 -7.2562 1.9592 -0.086
H 5.6898 -4.2641 1.9528 0.067
H 6.5592 -5.0133 3.2102 0.067
H 4.9342 -5.5942 2.8184 0.069
H 7.0974 -5.5031 0.7299 0.098
H 5.7408 -6.5661 0.6824 0.109
H 7.9984 -6.8691 2.4439 0.071
C -6.3175 2.6551 -5.7198 -0.107
C -6.2753 3.1612 -7.1012 -0.319
O -5.5932 2.1646 -7.9315 -0.091
H -5.3576 2.2800 -5.3648 0.079
H -6.9728 1.7843 -5.7001 0.077
H -6.7027 3.3408 -4.9652 0.078
H -5.7634 4.1163 -7.2190 0.106
H -7.2752 3.3521 -7.4910 0.107
H -5.5266 2.5632 -8.8024 0.070
C 6.2352 3.2170 1.2212 -0.095
C 4.9852 3.4628 0.3841 -0.315
O 3.8252 3.1133 1.1414 -0.088
H 7.1718 3.3733 0.6860 0.069
H 6.3185 2.1930 1.5853 0.071
H 6.2062 3.8584 2.1020 0.070
H 4.9899 2.9902 -0.5981 0.109
H 4.9168 4.5353 0.2020 0.103
H 3.6255 3.8898 1.6693 0.075
C -5.7372 -3.1157 -3.7104 -0.103
C -6.1374 -3.8207 -2.4012 -0.314
O -6.4360 -2.7820 -1.4935 -0.082
H -6.5155 -2.4887 -4.1455 0.068
H -5.7000 -3.8520 -4.5133 0.062
H -4.7541 -2.6482 -3.6541 0.072
H -5.3397 -4.5196 -2.1498 0.111
H -7.0185 -4.4282 -2.6082 0.103
H -7.2801 -2.3815 -1.7143 0.083
C 0.6650 0.6753 -7.8698 -0.100
C 0.2069 -0.1318 -6.6762 -0.333
O 0.4394 -1.5233 -6.8674 -0.077
H 1.6958 0.5060 -8.1812 0.076
H 0.5739 1.7423 -7.6668 0.071
H -0.0018 0.4694 -8.7071 0.070
H -0.8468 0.0763 -6.4902 0.109
H 0.7794 0.2021 -5.8109 0.108
H -0.2481 -1.7527 -7.4970 0.076
C -1.3901 0.0010 0.1155 -0.091
C -0.2027 -0.9812 0.1574 -0.306
O 0.5413 -0.7701 1.3411 -0.096
H -1.9949 -0.2246 -0.7628 0.063
H -1.1402 1.0580 0.0241 0.064
H -2.1004 0.0016 0.9423 0.072
H 0.5565 -0.8954 -0.6200 0.109
H -0.6131 -1.9906 0.1822 0.108
H 0.9755 0.0786 1.2276 0.077
C 4.6097 -0.3064 7.0391 -0.097
C 5.8795 -0.3840 7.8724 -0.320
O 6.1144 0.9103 8.4228 -0.082
H 4.6955 0.4057 6.2183 0.071
H 3.6864 -0.0456 7.5563 0.073
H 4.3937 -1.2526 6.5429 0.069
H 6.7332 -0.7551 7.3053 0.107
H 5.6753 -1.0876 8.6794 0.104
H 6.7818 0.7878 9.1018 0.076
C -0.1854 -6.9531 6.0897 -0.086
C -0.2057 -5.5222 5.6717 -0.407
O -0.1199 -5.4102 4.3188 -0.050
H -1.1196 -7.4536 5.8349 0.080
H 0.0375 -6.9544 7.1566 0.076
H 0.6519 -7.4582 5.6080 0.077
H 0.4784 -4.8391 6.1751 0.112
H -1.1675 -5.1376 6.0111 0.105
H -0.0584 -4.4756 4.1081 0.092
C -0.6768 -7.1324 -3.6528 -0.100
C 0.7598 -6.6554 -3.5133 -0.323
O 1.3407 -6.4018 -4.7907 -0.081
H -0.6957 -7.9036 -4.4229 0.070
H -1.3773 -6.3927 -4.0404 0.070
H -1.0202 -7.6626 -2.7645 0.071
H 1.3795 -7.4322 -3.0654 0.112
H 0.7442 -5.7403 -2.9212 0.106
H 0.9556 -5.5468 -4.9961 0.075
C -0.2402 5.7560 -4.1250 -0.083
C -0.5123 6.8300 -3.0368 -0.353
O -0.8934 7.9820 -3.6693 -0.068
H -1.1907 5.4947 -4.5901 0.067
H 0.2723 4.9090 -3.6688 0.064
H 0.4434 6.0973 -4.9023 0.068
H 0.2964 6.9956 -2.3250 0.111
H -1.3359 6.4698 -2.4204 0.103
H -1.8216 7.9049 -3.9018 0.090